Molecular formula: C5H15N2
Method: DFT, ωB97M-V with the def2-TZVPD basis set

Positions of all 22 atoms, in Å:
C 0.2967 -0.7390 2.8602
N -0.4358 0.1105 1.7290
C 0.3547 1.0845 0.8713
C -0.0590 1.2851 -0.5196
C 0.3108 -0.0048 -1.3973
C -0.2648 -0.1447 -2.8634
N -0.0425 -1.1839 -0.7186
H 0.7639 -0.1046 3.5031
H 1.0479 -1.4410 2.5314
H -0.4066 -1.2654 3.3637
H -1.3920 0.4134 2.1731
H -0.7566 -0.6228 1.0405
H 0.2036 2.1225 1.3815
H 1.3792 0.7616 0.9988
H 0.4171 2.1479 -0.9816
H -1.0433 1.6361 -0.7030
H 1.2938 0.0154 -1.5489
H 0.5223 0.0925 -3.5700
H -0.6235 -1.1167 -3.1735
H -1.1568 0.5654 -2.8091
H -0.8989 -1.6601 -1.1636
H 0.4897 -1.9518 -1.0040

Atoms 1-3, force components in eV/Å:
0.371 1.154 -3.468
-2.235 -2.452 0.978
-0.401 2.962 3.253

Properties
Multiplicity: 1
Frontier orbital gap: 0.389 hartree
Energy above the lowest of the compared OMol25 structures with the same formula, charge and spin: 223.3 kJ/mol
Lowest unoccupied orbital energy: -2.94 eV
SMILES string: C[NH2+]CC[C@H](C)N
Charge: +1

=====

Molecular formula: C5H15N2
Method: DFT, ωB97M-V with the def2-TZVPD basis set

Positions of all 22 atoms, in Å:
N 1.0309 1.7706 -1.8032
C 1.8806 0.6269 -1.5067
C 1.5649 -0.2207 -0.2218
C 0.5136 -1.2407 -0.3627
C -0.9492 -0.5644 -0.1146
C -1.4974 -0.7247 1.3050
N -1.8424 0.4530 2.1009
H 0.7839 2.3659 -0.9917
H 0.3022 1.5480 -2.4557
H 2.9222 0.9029 -1.6495
H 1.6577 -0.2548 -2.1649
H 2.5850 -0.7282 -0.1875
H 1.5033 0.5974 0.4811
H 0.6383 -2.2202 0.0587
H 0.5962 -1.3559 -1.4834
H -0.8647 0.4878 -0.4296
H -1.7130 -1.0964 -0.7925
H -0.7301 -1.2386 1.7874
H -2.5167 -1.4495 1.3925
H -2.8754 0.5334 2.2064
H -1.5556 1.3220 1.7542
H -1.4344 0.4860 3.0776

Atoms 1-3, force components in eV/Å:
0.243 -0.041 0.702
-1.523 -1.841 -0.788
4.331 1.309 -0.167

Properties
Multiplicity: 1
Frontier orbital gap: 0.294 hartree
Energy above the lowest of the compared OMol25 structures with the same formula, charge and spin: 293.9 kJ/mol
Lowest unoccupied orbital energy: -3.96 eV
SMILES string: NCCCCC[NH3+]
Charge: +1

=====

Molecular formula: C5H15N2
Method: DFT, ωB97M-V with the def2-TZVPD basis set

Positions of all 22 atoms, in Å:
C 0.5784 -2.6084 0.6292
N -0.3364 -1.5701 1.0329
C -1.1825 -0.9802 0.0297
C -0.4169 -0.1426 -1.0700
C 0.8605 0.5234 -0.5387
C 0.6916 1.6307 0.4759
N -0.1793 2.7774 -0.1481
H 0.8570 -2.5212 -0.4248
H 1.5467 -2.5631 1.1405
H 0.2116 -3.6260 0.7849
H -0.9026 -1.7945 1.8257
H -1.9518 -0.3282 0.4501
H -1.7766 -1.7382 -0.5151
H -1.1557 0.6131 -1.3725
H -0.2682 -0.7315 -1.9704
H 1.4053 -0.2229 0.0283
H 1.3666 0.8435 -1.4605
H -0.0235 1.2645 1.2110
H 1.6646 2.0468 0.6988
H -0.9061 2.3682 -0.7352
H -0.5440 3.3745 0.5763
H 0.4612 3.3847 -0.6483

Atoms 1-3, force components in eV/Å:
0.635 -0.667 -0.276
0.055 1.256 0.153
-0.201 -0.272 -1.591

Properties
Multiplicity: 1
Frontier orbital gap: 0.309 hartree
Energy above the lowest of the compared OMol25 structures with the same formula, charge and spin: 136.9 kJ/mol
Lowest unoccupied orbital energy: -3.59 eV
SMILES string: CNCCCC[NH3+]
Charge: +1

=====

Molecular formula: C5H15N2
Method: DFT, ωB97M-V with the def2-TZVPD basis set

Positions of all 22 atoms, in Å:
C 0.4096 -2.2782 0.1290
C 1.4411 -1.4996 0.9324
C 2.3198 0.5796 0.3447
N 1.2932 -0.0379 0.7633
H 0.6085 -3.3437 0.2090
H -0.6093 -2.0462 0.4381
H 0.5174 -2.0363 -0.9331
H 2.4434 -1.8124 0.6309
H 1.3343 -1.7069 1.9998
H 3.3033 0.1376 0.2016
H 2.2031 1.6366 0.1155
C -1.6812 0.3197 -1.3655
N -1.2303 0.7272 -0.0101
C -1.2198 2.2045 0.1494
H -1.8122 -0.7487 -1.4969
H -2.6320 0.8174 -1.5539
H -0.9540 0.6976 -2.0822
H -0.2172 0.3856 0.2174
H -1.8520 0.3239 0.6819
H -0.4410 2.6429 -0.4665
H -1.0247 2.4337 1.1950
H -2.2000 2.6038 -0.0997

Atoms 1-3, force components in eV/Å:
0.313 0.397 -0.359
0.068 0.089 0.487
-0.642 0.536 0.190

Properties
Multiplicity: 1
Frontier orbital gap: 0.430 hartree
Energy above the lowest of the compared OMol25 structures with the same formula, charge and spin: 97.6 kJ/mol
Lowest unoccupied orbital energy: -2.76 eV
Charge: +1

=====

Molecular formula: C5H15N2
Method: DFT, ωB97M-V with the def2-TZVPD basis set

Positions of all 22 atoms, in Å:
C 0.8151 -1.5678 1.5950
C 1.6298 -0.5883 1.9733
N -0.5935 -1.4449 1.5125
H 1.2382 -2.4820 1.1960
H 2.6907 -0.6715 1.8028
H 1.2429 0.3139 2.4357
H -0.9856 -1.0301 2.3516
H -0.1417 0.1986 0.2910
H -1.0602 -2.3251 1.3406
C -0.2506 -0.5991 -1.5734
N -0.2966 0.5710 -0.6566
C 0.7675 1.5571 -0.9937
C -1.6410 1.2145 -0.6686
H 0.6763 -1.1391 -1.3688
H -0.1885 -0.2366 -2.5953
H -1.0676 -1.2758 -1.3577
H 0.9181 2.2165 -0.1444
H 1.6770 1.0257 -1.2555
H 0.4494 2.1445 -1.8533
H -1.5739 2.2041 -0.2243
H -2.3397 0.6041 -0.1046
H -1.9660 1.3102 -1.7024

Atoms 1-3, force components in eV/Å:
0.220 0.169 -0.505
-0.242 0.054 -0.100
0.018 -0.108 0.471

Properties
Multiplicity: 1
Frontier orbital gap: 0.372 hartree
Energy above the lowest of the compared OMol25 structures with the same formula, charge and spin: 97.3 kJ/mol
Lowest unoccupied orbital energy: -2.64 eV
Charge: +1

=====

Molecular formula: C5H15N2
Method: DFT, ωB97M-V with the def2-TZVPD basis set

Positions of all 22 atoms, in Å:
C -1.9180 0.9383 -1.5231
C -1.1527 -0.1450 -0.7800
N -1.3070 0.0693 0.6833
C 0.3823 -0.1035 -1.1174
C 1.3297 0.4228 -0.0408
C 2.0318 -0.6262 0.8220
N 1.0409 -1.1186 1.8151
H -2.9101 1.1524 -1.0987
H -2.0681 0.7916 -2.5852
H -1.4530 1.9028 -1.2694
H -1.4950 -1.1654 -0.9402
H -2.2567 -0.0667 1.0382
H -1.0332 1.0312 0.9000
H -0.6354 -0.4835 1.2801
H 0.4317 0.6606 -1.8961
H 0.7025 -1.0113 -1.6212
H 0.7489 1.0469 0.6473
H 2.0283 1.1665 -0.4327
H 2.2941 -1.4337 0.1224
H 2.9974 -0.3713 1.2467
H 1.0214 -2.0943 2.1021
H 1.2203 -0.5628 2.6476

Atoms 1-3, force components in eV/Å:
-0.763 0.839 1.345
0.953 -0.725 -0.229
-0.432 0.656 1.039

Properties
Multiplicity: 1
Frontier orbital gap: 0.411 hartree
Energy above the lowest of the compared OMol25 structures with the same formula, charge and spin: 55.1 kJ/mol
Lowest unoccupied orbital energy: -2.97 eV
SMILES string: C[C@H]([NH3+])CCCN
Charge: +1

=====

Molecular formula: C5H15N2
Method: DFT, ωB97M-V with the def2-TZVPD basis set

Positions of all 22 atoms, in Å:
N 2.7611 -0.4450 -0.8890
C 2.2517 0.6655 -0.0618
C 1.1987 0.1239 0.9066
C 0.1816 -0.8193 0.2977
C -0.8615 -0.1006 -0.5999
C -1.9091 0.6290 0.2279
N -3.2429 -0.0779 0.1057
H 3.5152 -0.1178 -1.4862
H 3.2782 -1.0884 -0.2892
H 1.7400 1.3166 -0.7752
H 3.0624 1.1979 0.4130
H 1.7476 -0.4617 1.6514
H 0.7542 0.9534 1.4746
H -0.2648 -1.4935 1.0258
H 0.7409 -1.4320 -0.4112
H -0.2920 0.6751 -1.1155
H -1.2160 -0.7896 -1.3566
H -2.1099 1.6315 -0.1409
H -1.6736 0.6777 1.2859
H -3.5425 -0.0834 -0.8697
H -4.0155 0.2194 0.7112
H -3.2108 -1.0777 0.3634

Atoms 1-3, force components in eV/Å:
0.753 -0.207 0.304
-0.788 -0.726 -1.299
0.739 -0.007 1.123

Properties
Multiplicity: 1
Frontier orbital gap: 0.316 hartree
Energy above the lowest of the compared OMol25 structures with the same formula, charge and spin: 93.8 kJ/mol
Lowest unoccupied orbital energy: -3.72 eV
SMILES string: NCCCCC[NH3+]
Charge: +1

=====

Molecular formula: C5H15N2
Method: DFT, ωB97M-V with the def2-TZVPD basis set

Positions of all 22 atoms, in Å:
C -1.5136 -0.8988 0.0600
C -1.0008 -0.5839 -1.3254
C 0.4537 -0.2249 -1.4203
C 0.8023 1.0975 -0.7603
N 1.0982 0.8264 0.7039
C 0.9103 1.8891 1.6482
N -0.7024 -1.9208 0.7108
H -1.5792 0.0065 0.7859
H -2.5315 -1.2249 0.1509
H -1.5487 0.2786 -1.8564
H -1.2636 -1.4330 -1.9566
H 0.9859 -1.0763 -0.8603
H 0.7703 -0.2816 -2.4383
H 1.5742 1.6580 -1.2865
H -0.0618 1.8210 -0.7000
H 1.9913 0.3466 0.9708
H -0.1785 2.1271 1.5640
H 0.9294 1.5767 2.7115
H 1.3972 2.8852 1.5139
H 0.3150 -1.4889 0.8535
H -0.9710 -2.5278 1.4437
H -0.5112 -2.6808 -0.0126

Atoms 1-3, force components in eV/Å:
-1.658 2.899 2.152
-1.714 1.278 -1.442
0.719 -1.854 1.497

Properties
Multiplicity: 2
Frontier orbital gap (alpha / beta): 0.476 / 0.296 hartree
Energy above the lowest of the compared OMol25 structures with the same formula, charge and spin: 193.2 kJ/mol
Lowest unoccupied orbital energy (alpha / beta): -7.37 / -12.30 eV
Charge: +2

=====

Molecular formula: C5H15N2O
Method: DFT, ωB97M-V with the def2-TZVPD basis set

Positions of all 23 atoms, in Å:
C -0.7470 -1.3787 0.7772
C -0.1048 0.0114 1.1922
C 1.3112 0.3388 0.8172
C 1.6906 1.5243 0.1436
N 2.2422 1.3392 -1.4389
C 1.2091 0.5914 -2.2129
N -2.8673 -0.6299 1.9020
H -0.9191 -1.5249 -0.4201
H -0.1493 -2.2394 1.0880
H -0.7446 0.7309 0.6690
H -0.3548 0.2090 2.2451
H 2.1011 -0.2746 1.2437
H 1.0480 2.3559 -0.1198
H 3.0289 0.6866 -1.4291
H 0.5546 0.2030 -1.4815
H 0.7057 1.2036 -2.9531
H 1.7503 -0.1766 -2.7833
H -1.8513 -1.1524 1.2925
H -3.1965 -0.4719 2.8492
H -2.3011 -0.9610 -1.5639
H -3.5898 -1.0118 1.2980
H 2.6120 2.0108 0.4761
O -1.4281 -1.3835 -1.5911

Atoms 1-3, force components in eV/Å:
2.680 0.867 2.782
-0.211 0.163 -2.511
-1.191 -0.067 1.708

Properties
Multiplicity: 1
Frontier orbital gap: 0.199 hartree
Energy above the lowest of the compared OMol25 structures with the same formula, charge and spin: 1197.8 kJ/mol
Lowest unoccupied orbital energy: -7.32 eV
Charge: +1

=====

Molecular formula: C5H15N2O
Method: DFT, ωB97M-V with the def2-TZVPD basis set

Positions of all 23 atoms, in Å:
C -1.8597 1.5688 -1.1497
N -1.8970 2.7054 -2.0636
C -0.4741 1.5228 -0.5242
N -0.4885 0.6580 0.7253
H -2.0385 0.5980 -1.6355
H -2.6326 1.6966 -0.3908
H -1.3125 2.5672 -2.8761
H -2.8564 2.8181 -2.3642
H -0.1695 2.5209 -0.2202
H 0.3041 1.0834 -1.1455
H 0.2426 0.8847 1.3953
H -1.3956 0.7286 1.1910
H -0.3304 -0.3365 0.4924
C 2.0236 -1.2595 2.0709
C 1.6662 -1.4248 0.6250
C 1.0517 -2.5106 0.1520
O 0.6863 -2.6541 -1.1448
H 1.4227 -0.4923 2.5744
H 1.8569 -2.1892 2.6143
H 3.0676 -0.9682 2.1725
H 1.9022 -0.6320 -0.0829
H 0.8286 -3.3158 0.8463
H 0.4022 -3.5693 -1.2620

Atoms 1-3, force components in eV/Å:
0.600 -0.346 -0.729
-0.372 -0.238 0.538
0.155 0.039 0.773

Properties
Multiplicity: 1
Frontier orbital gap: 0.348 hartree
Energy above the lowest of the compared OMol25 structures with the same formula, charge and spin: 173.1 kJ/mol
Lowest unoccupied orbital energy: -3.16 eV
Charge: +1